66
Properties=species:S:1:pos:R:3:mulliken_charge:R:1 method="wB97M-V/def2-TZVPD" homo_energy_ev=-8.300 smiles="CN(C(=O)COC(=O)c1c2c(nc3ccccc13)/C(=C/c1cccc([N+](=O)[O-])c1)CCC2)[C@@H]1CCS(=O)(=O)C1" mol_weight_da=549.6 max_force_ev_per_a=1.3 homo_lumo_gap_ha=0.285
C 5.109 2.011 1.328 -1.29
N 4.783 0.629 1.612 0.18
C 3.579 0.214 2.056 0.71
O 3.326 -0.954 2.282 -0.78
C 2.513 1.288 2.301 -0.62
H 2.508 1.574 3.354 0.28
H 2.660 2.164 1.665 0.42
O 1.231 0.735 2.043 -0.25
C 1.064 0.294 0.790 0.40
O 1.909 0.409 -0.064 -0.59
C -0.294 -0.295 0.603 0.23
C -1.224 0.349 -0.184 1.14
C -2.521 -0.230 -0.291 0.20
N -2.837 -1.359 0.302 -0.70
C -1.933 -2.013 1.042 -0.63
C -2.312 -3.232 1.646 -0.53
C -1.416 -3.925 2.410 -0.60
C -0.113 -3.438 2.600 -0.78
C 0.288 -2.260 2.030 -0.71
C -0.615 -1.516 1.244 0.76
H 1.295 -1.900 2.174 0.60
H 0.581 -4.005 3.201 0.47
H -1.704 -4.859 2.871 0.39
H -3.316 -3.588 1.479 0.48
C -3.587 0.432 -1.053 0.60
C -4.756 -0.212 -1.213 -0.57
C -5.947 0.257 -1.901 0.32
C -6.699 -0.656 -2.640 -0.37
C -7.838 -0.238 -3.309 -0.26
C -8.273 1.082 -3.248 -0.48
C -7.548 1.981 -2.490 -0.64
C -6.403 1.577 -1.825 -0.51
H -5.873 2.285 -1.206 0.51
H -7.881 3.005 -2.412 0.41
H -9.165 1.372 -3.779 0.48
N -8.593 -1.194 -4.081 1.02
O -8.194 -2.338 -4.111 -0.61
O -9.585 -0.796 -4.655 -0.63
H -6.396 -1.690 -2.709 0.55
H -4.813 -1.215 -0.811 0.51
C -3.272 1.775 -1.643 -0.79
C -1.816 1.827 -2.095 -1.43
C -0.903 1.631 -0.892 -0.61
H -1.035 2.466 -0.194 0.30
H 0.142 1.625 -1.207 0.46
H -1.633 1.037 -2.826 0.43
H -1.605 2.786 -2.571 0.37
H -3.435 2.554 -0.891 0.31
H -3.934 1.974 -2.487 0.59
C 5.784 -0.389 1.331 -0.39
C 6.284 -0.316 -0.110 -0.85
H 6.296 -1.285 -0.597 0.36
H 5.729 0.390 -0.717 0.42
S 8.025 0.193 0.034 1.10
O 8.097 1.615 0.247 -0.65
O 8.829 -0.364 -1.014 -0.69
C 8.258 -0.652 1.626 -0.78
C 6.973 -0.269 2.322 -0.65
H 7.058 0.769 2.647 0.35
H 6.782 -0.885 3.201 0.42
H 9.148 -0.286 2.124 0.46
H 8.341 -1.714 1.417 0.34
H 5.270 -1.343 1.495 0.54
H 6.152 2.082 1.022 0.55
H 4.962 2.633 2.213 0.39
H 4.493 2.400 0.514 0.33